{"formula": "C4H3F7O2S", "method": "the ωB97M-V functional and the def2-TZVPD basis", "elements": ["S", "F", "F", "F", "F", "F", "F", "F", "O", "O", "C", "C", "C", "C", "H", "H", "H"], "coordinates": [[1.0006, -0.7417, 0.7069], [-1.5837, 2.1948, -0.6720], [-0.0971, 0.4213, -1.5757], [-1.6410, -1.9651, -1.1592], [0.1934, 1.9837, 0.6317], [-2.8833, -0.2175, -0.8414], [-1.7475, 1.3873, 1.3978], [-2.1907, -1.2346, 0.8526], [0.8395, -0.2166, 2.0109], [0.7764, -2.1546, 0.3929], [-1.8330, -0.8912, -0.3762], [-0.6341, 0.0316, -0.3721], [2.4232, -0.0669, -0.1983], [-0.9864, 1.4173, 0.2780], [2.1829, 0.4706, -1.0825], [3.1879, -0.9189, -0.4613], [2.9929, 0.5005, 0.4678]], "forces_ev_per_angstrom": [[-3.37, -1.71, -3.14], [0.48, -0.48, 1.30], [-0.76, -1.09, -0.05], [-0.06, 0.41, 0.57], [-0.67, 0.32, -0.50], [-0.46, 0.28, -0.82], [0.50, -0.13, -1.34], [0.77, -0.58, 0.28], [0.76, 0.11, 0.88], [1.26, 1.70, 0.69], [-0.37, -0.43, -0.88], [2.59, 1.68, 1.94], [1.50, -3.10, -0.11], [0.02, 0.18, 0.19], [-0.60, 0.34, -0.56], [-2.00, 1.13, 0.34], [0.41, 1.36, 1.22]], "nbo_charge": [2.085, -0.308, -0.316, -0.295, -0.322, -0.309, -0.299, -0.290, -0.874, -0.894, 0.931, 0.015, -0.866, 0.938, 0.276, 0.274, 0.255], "smiles": "CS(=O)(=O)C(F)(C(F)(F)F)C(F)(F)F", "charge": 0, "homo_ev": -11.0578, "energy_ev": -38147.68205, "gap_ev": 11.2, "e_above_lowest_kj_mol": 0.0}

---

{"formula": "C4H3FIO2", "method": "the ωB97M-V functional and the def2-TZVPD basis", "elements": ["I", "F", "O", "O", "C", "C", "C", "C", "H", "H", "H"], "coordinates": [[-3.0816, 0.9794, 0.1221], [-0.7456, -0.5538, 0.7333], [0.2782, -2.9397, 1.1136], [0.2231, -2.5526, -1.1037], [0.2788, -2.5622, 0.0080], [-0.0535, 1.4925, -0.4369], [-1.0444, 0.4345, -0.2287], [1.1886, 1.2140, 0.0621], [-0.3833, 2.4189, -1.0238], [1.2277, 0.3426, 0.7491], [2.1121, 1.7265, 0.0049]], "forces_ev_per_angstrom": [[-0.05, 0.30, 0.13], [0.21, 0.72, -0.03], [0.51, 0.81, 0.50], [0.09, 1.27, -5.72], [-0.51, -2.30, 5.28], [-0.74, -0.77, 0.90], [-0.11, 0.83, -1.59], [-0.64, -0.72, 0.87], [0.62, -1.62, 0.82], [0.12, 0.60, -0.60], [0.51, 0.87, -0.56]], "nbo_charge": [-0.111, -0.434, -0.567, -0.499, 1.047, -0.290, -0.081, -0.633, 0.210, 0.180, 0.177], "charge": -1, "homo_ev": -1.9782, "energy_ev": -19108.89680, "gap_ev": 5.2, "e_above_lowest_kj_mol": 115.6}

---

{"formula": "C4H3FN2O", "method": "the ωB97M-V functional and the def2-TZVPD basis", "elements": ["F", "O", "N", "N", "C", "C", "C", "C", "H", "H", "H"], "coordinates": [[-2.5545, -1.6418, -1.0383], [-0.6671, 2.0578, 0.9031], [1.3936, -0.2854, -0.2065], [-0.5829, -1.4500, -0.0645], [0.5193, 1.6398, 0.6166], [1.2841, 1.0011, -0.3089], [0.6316, -1.3466, 0.2465], [-1.8209, -1.3856, -0.0112], [-1.3324, 2.0913, 0.1371], [1.9910, 1.5218, -1.0262], [1.1381, -2.2025, 0.7523]], "forces_ev_per_angstrom": [[-0.38, -0.80, -2.08], [-2.65, 0.68, -0.54], [1.29, -1.77, -1.34], [0.43, -0.38, -0.65], [-0.42, 1.43, 0.03], [1.05, -1.19, -0.24], [1.04, 0.67, 0.29], [-0.95, 1.20, 2.85], [1.49, -0.16, 1.35], [-0.71, -0.58, 0.87], [-0.18, 0.92, -0.56]], "lowdin_spin": [0.014, 0.333, 0.296, 0.032, 1.057, 0.156, 0.005, 0.054, 0.028, 0.023, 0.002], "charge": 0, "homo_ev": [-7.4582, -7.8763], "energy_ev": -11933.45984, "gap_ev": [7.1, 6.5], "multiplicity": 3, "s_squared": 2.04}

---

{"formula": "C4H3FO3", "method": "the ωB97M-V functional and the def2-TZVPD basis", "elements": ["F", "O", "O", "O", "C", "C", "C", "C", "H", "H", "H"], "coordinates": [[-2.6533, -0.0405, 0.0016], [0.7557, -1.1280, -0.0022], [1.4548, 0.9882, 0.0008], [2.9745, -0.6918, 0.0010], [-1.6064, -0.8793, -0.0009], [-0.3912, -0.3609, -0.0023], [0.0392, 1.0823, -0.0097], [1.8483, -0.3114, -0.0001], [-1.8500, -1.9308, -0.0013], [-0.2834, 1.6265, -0.8961], [-0.2882, 1.6457, 0.9092]], "forces_ev_per_angstrom": [[-0.24, 0.12, -0.01], [-0.21, -0.08, 0.00], [0.40, -0.42, -0.06], [-0.67, 0.19, 0.00], [0.57, -0.06, 0.00], [0.02, 0.11, -0.02], [-0.55, 0.47, 0.98], [0.52, 0.23, 0.00], [-0.02, 0.03, 0.01], [-0.03, -0.03, -0.01], [0.22, -0.58, -0.90]], "nbo_charge": [-0.323, -0.459, -0.480, -0.548, 0.175, 0.170, -0.123, 0.970, 0.190, 0.214, 0.214], "smiles": "O=C1OC/C(=C\\F)O1", "charge": 0, "homo_ev": -9.8343, "energy_ev": -13055.75474, "gap_ev": 10.5, "e_above_lowest_kj_mol": 0.6}

---

{"formula": "C4H3FO3", "method": "the ωB97M-V functional and the def2-TZVPD basis", "elements": ["F", "O", "O", "O", "C", "C", "C", "C", "H", "H", "H"], "coordinates": [[1.4142, 0.4699, -1.4764], [-2.9288, 0.6206, -0.0295], [-0.0411, -1.9271, 2.1289], [-0.6576, 0.8732, -0.3907], [1.3618, -0.5362, 0.6433], [0.8515, 0.6688, -0.2426], [-1.9975, 0.3739, -0.7029], [0.5527, -1.3059, 1.3458], [1.1921, 1.6292, 0.0882], [2.3631, -0.6999, 0.3140], [-2.1104, -0.1664, -1.6780]], "forces_ev_per_angstrom": [[-0.35, 0.07, 0.08], [0.31, 0.30, 0.46], [0.09, 0.40, -1.04], [0.38, -0.20, 0.58], [-2.03, 2.00, -1.63], [-2.32, -2.04, -0.32], [2.06, -0.41, -0.71], [0.77, -0.06, 1.09], [-0.14, 0.44, 0.37], [0.48, -0.87, 0.50], [0.75, 0.38, 0.62]], "nbo_charge": [-0.347, -0.497, -0.417, -0.668, -0.632, 0.542, 0.677, 0.744, 0.178, 0.282, 0.138], "smiles": "O=C=C[C@@H](F)OC=O", "charge": 0, "homo_ev": -9.9481, "energy_ev": -13053.73524, "gap_ev": 10.2, "e_above_lowest_kj_mol": 195.4}

---

{"formula": "C4H3FO6Yb", "method": "the ωB97M-V functional and the def2-TZVPD basis", "elements": ["Yb", "F", "O", "O", "O", "O", "O", "O", "C", "C", "C", "C", "H", "H", "H"], "coordinates": [[0.4785, -0.0157, 2.4338], [-0.9757, -2.2109, -1.0410], [-2.8134, 2.1891, 0.9217], [3.9879, -0.4640, -0.4513], [-1.9669, 0.7124, -0.4114], [-0.8582, 1.4660, 1.4328], [-0.3223, -1.2333, 0.7953], [2.5591, -0.0727, 1.2597], [-0.8625, 0.1157, -1.1201], [3.0026, -0.4093, 0.1779], [-1.7978, 1.4457, 0.6372], [-0.2777, -1.1536, -0.4949], [-0.0432, 0.8477, -1.1746], [1.1297, -1.1461, -0.8367], [-1.2403, -0.0709, -2.1284]], "forces_ev_per_angstrom": [[-0.78, -0.92, -3.06], [1.44, 0.71, 0.28], [-0.14, 0.20, -0.11], [-3.66, -0.78, -0.24], [-0.13, 0.07, 0.30], [2.08, -0.48, 1.31], [1.24, 1.46, 3.93], [-2.79, -0.75, -0.60], [1.38, 0.90, -0.62], [5.56, 1.53, 1.34], [-1.51, -0.50, -0.77], [1.08, -1.07, -2.21], [-0.39, 0.05, -0.08], [-3.47, -0.32, 0.27], [0.09, -0.10, 0.27]], "lowdin_spin": [0.736, 0.000, 0.855, 0.008, 0.025, 0.057, 0.172, 0.000, 0.020, 0.003, 0.047, 0.028, 0.000, 0.048, 0.001], "charge": 2, "homo_ev": [-18.7824, -18.2198], "energy_ev": -50707.24282, "gap_ev": [8.7, 5.6], "e_above_lowest_kj_mol": 2.4, "multiplicity": 3, "s_squared": 2.01}

---

{"formula": "C4H3GdLiO", "method": "the ωB97M-V functional and the def2-TZVPD basis", "elements": ["Gd", "O", "C", "C", "C", "C", "Li", "H", "H", "H"], "coordinates": [[0.6628, 1.5413, 2.4859], [1.5952, -0.7165, -0.9940], [-0.5583, -0.2748, 1.2852], [-0.2288, 0.7481, -0.4717], [0.9032, 0.2496, -1.1318], [-1.2331, -0.8542, 0.3854], [1.2057, -2.0211, 0.5022], [0.6379, 1.5567, -1.4028], [-1.0761, 1.3975, -0.6941], [-1.9085, -1.6265, 0.0356]], "forces_ev_per_angstrom": [[-0.08, 0.61, 0.80], [0.40, 1.79, -0.82], [0.39, 0.73, -1.81], [0.06, -1.86, 0.45], [-3.55, -0.15, 1.52], [0.57, 0.01, 1.62], [0.23, -0.76, -0.22], [1.95, -0.52, -0.08], [0.25, -0.14, -0.71], [-0.22, 0.30, -0.73]], "lowdin_spin": [5.907, 0.246, 0.134, 0.194, 0.205, 0.200, 0.016, 0.089, 0.002, 0.008], "charge": 3, "homo_ev": [-22.1635, -23.4797], "energy_ev": -27241.42055, "gap_ev": [9.0, 7.0], "e_above_lowest_kj_mol": 577.0, "multiplicity": 8, "s_squared": 15.79}

---

{"formula": "C4H3HgO2", "method": "the ωB97M-V functional and the def2-TZVPD basis", "elements": ["Hg", "O", "O", "C", "C", "C", "C", "H", "H", "H"], "coordinates": [[-2.6489, 3.4440, -0.5881], [-1.6354, 1.5931, 0.3203], [2.4118, -1.0928, 0.8609], [0.4103, -1.1232, -0.6382], [1.3671, -0.9633, 0.2447], [-1.5664, 0.4604, -0.3012], [-0.8462, -0.4663, -0.6481], [-0.8651, 1.6333, 1.0264], [2.5566, -1.9590, 1.3070], [0.8162, -1.5262, -1.5839]], "forces_ev_per_angstrom": [[-0.64, 1.07, -0.45], [0.95, 1.10, 2.77], [-0.07, 0.40, 0.26], [0.26, 0.53, -0.26], [-0.29, -1.30, -1.58], [3.16, -3.19, -1.09], [-1.39, 1.59, 1.42], [-2.11, 0.12, -1.69], [0.02, -0.18, 0.30], [0.14, -0.14, 0.30]], "lowdin_spin": [0.742, 0.206, 0.000, 0.000, 0.000, 0.038, 0.001, 0.012, 0.000, 0.000], "charge": 2, "homo_ev": [-18.0077, -18.0227], "energy_ev": -12440.19743, "gap_ev": [8.3, 6.5], "e_above_lowest_kj_mol": 54.4, "multiplicity": 2, "s_squared": 0.75}

---

> Which of these has the lowest charge?

C4H3FIO2